# 1
{"formula": "C18H27BrNO4P2Pt", "method": "ωB97M-V/def2-TZVPD", "elements": ["H", "C", "H", "Pt", "H", "O", "C", "C", "C", "H", "H", "O", "P", "H", "H", "C", "H", "H", "C", "Br", "H", "C", "H", "C", "H", "H", "H", "H", "H", "C", "O", "C", "O", "H", "C", "C", "C", "C", "H", "C", "H", "H", "P", "C", "H", "H", "H", "N", "H", "C", "H", "H", "C", "H"], "positions_angstrom": [[-2.85651, 0.92667, 1.39680], [-2.12534, 0.14358, -2.43755], [3.77063, -2.17407, -1.87855], [0.10528, -0.34891, -0.26047], [-0.40055, 2.77418, 7.26897], [0.67656, -0.87245, 2.53474], [-0.82060, 0.83719, -2.83056], [0.55571, 2.08092, -4.36029], [-2.84451, 1.10983, 0.31806], [3.60455, 0.40128, -2.12924], [-2.44238, -3.17654, -4.54152], [-0.01965, -3.70876, -1.34331], [-2.16158, -0.28797, -0.60797], [2.98941, -1.67597, 1.59153], [-2.25094, -0.77551, -3.02573], [1.51999, 1.06824, -2.42537], [0.65573, 2.63539, -5.28387], [0.30176, 0.35611, 7.14455], [0.09383, 1.09719, 3.81253], [-0.67183, 3.57786, 2.37414], [0.60850, -0.67581, 4.89198], [-0.48633, 3.04420, 5.14958], [-4.18143, -1.52919, -0.86640], [0.13291, 0.95009, 6.23973], [-1.26008, -3.12500, -3.54108], [-3.39384, -1.88815, 0.69446], [-3.86813, 1.29741, -0.01265], [-0.30986, -3.33845, -0.49853], [4.37280, -0.97304, 0.67424], [-0.31387, 2.45907, 3.88833], [-1.60884, -2.70611, -4.32233], [2.73825, -2.28146, -1.53015], [0.14060, 1.05226, 1.46977], [-0.01448, -4.67001, -1.16252], [0.32376, 0.33315, 2.53869], [-0.25969, 2.29358, 6.31042], [0.30357, 0.36555, 4.98874], [-0.67861, 1.57380, -3.99450], [2.67058, 2.16095, -3.86279], [2.68419, 0.60483, -1.56480], [-2.76871, -2.61024, -0.81509], [2.91132, 1.39639, -0.83720], [2.27727, -0.86594, -0.53666], [3.31184, -0.85163, 0.93950], [-1.57547, 1.74650, -4.56760], [2.05610, -2.40762, -2.37066], [-3.00513, 0.81670, -2.57926], [0.27236, 0.72642, -2.04004], [-2.23726, 2.00784, 0.17945], [-3.22489, -1.72018, -0.37356], [-0.79333, 4.08680, 5.21093], [3.17681, 0.09176, 1.48772], [1.67543, 1.83155, -3.57832], [2.64406, -3.18430, -0.92629]], "total_charge": 3, "energy_ha": -4432.77601, "spin_multiplicity": 5, "e_above_lowest_kj_mol": 0.0, "max_force_ev_per_a": 3.15}

# 2
{"formula": "C2H29N2O12", "method": "ωB97M-V/def2-TZVPD", "elements": ["H", "H", "H", "H", "H", "O", "H", "H", "C", "H", "H", "H", "H", "H", "H", "H", "H", "H", "O", "O", "H", "N", "C", "H", "O", "H", "H", "H", "H", "O", "N", "H", "O", "O", "H", "H", "O", "H", "O", "H", "O", "H", "O", "H", "O"], "positions_angstrom": [[2.28668, 1.63880, -1.70931], [0.58770, -2.70292, -1.35292], [0.13945, 1.44335, -2.05938], [0.81210, 0.50569, 2.73938], [-0.76774, 2.14488, -0.14404], [-1.35622, 1.94039, -0.85321], [1.51482, -4.08092, 0.95441], [-0.97705, 3.67918, 1.93763], [0.93984, -1.07404, -2.80208], [-2.79834, -2.16866, 1.89581], [-2.80755, 0.37916, 2.21473], [2.17556, 0.95794, 2.41186], [1.89213, -2.71057, 1.32946], [-1.20921, 2.30735, 2.37658], [1.95296, -2.81399, -2.50528], [-3.71654, 0.11125, -1.23746], [-3.56102, -1.27641, -2.00890], [1.91623, 1.79154, -0.23885], [1.87915, 1.25487, -1.05831], [1.25782, -3.36393, 1.46364], [3.67626, -0.25399, -0.57593], [-0.43641, 0.98391, -2.82769], [-0.44121, -0.38031, -2.34014], [-3.56068, 1.63741, 1.67691], [-0.51857, 2.89495, 2.23491], [0.52875, -1.82758, 3.61340], [-1.93478, 1.22451, -0.69756], [-0.71709, -0.49593, -1.22587], [0.06597, 0.88734, -3.73032], [-2.69219, 1.25877, 1.82172], [1.15233, -2.32018, -2.22085], [2.62788, -1.28139, -1.29185], [1.55566, -0.40684, -3.66449], [3.31122, -1.17655, -0.68150], [0.18153, -3.15980, 2.83066], [0.94857, 2.88512, 1.53618], [-2.17884, -1.43173, 1.63014], [-1.28415, -1.35362, 2.11272], [-3.14158, -0.40057, -1.78706], [-1.40781, -0.96633, -2.63293], [1.45615, 0.28260, 2.11479], [2.40722, 3.51177, 1.40074], [1.70683, 2.95636, 0.90091], [-1.39426, 1.44059, -2.92985], [-0.07156, -2.47149, 3.37921]], "total_charge": 1, "energy_ha": -1105.70945, "e_above_lowest_kj_mol": 223.6, "max_force_ev_per_a": 7.72}

# 3
{"formula": "C20H51F3N4O16S", "method": "ωB97M-V/def2-TZVPD", "elements": ["N", "S", "C", "O", "H", "H", "O", "C", "F", "H", "C", "O", "C", "H", "O", "H", "H", "H", "O", "O", "H", "H", "H", "H", "H", "H", "H", "H", "H", "H", "O", "C", "H", "O", "C", "H", "C", "H", "H", "H", "H", "C", "H", "C", "C", "F", "H", "F", "H", "C", "H", "N", "C", "O", "O", "C", "C", "O", "H", "H", "C", "H", "H", "H", "H", "H", "H", "H", "O", "H", "C", "O", "H", "C", "H", "C", "N", "H", "H", "H", "C", "H", "C", "O", "H", "H", "N", "H", "H", "H", "H", "O", "H", "O", "H"], "positions_angstrom": [[0.17146, 6.71902, 13.90481], [2.44532, 8.84268, 22.30589], [5.44495, 11.91926, 14.59961], [1.12873, 8.62918, 21.63311], [1.80717, 7.91780, 11.14515], [2.14568, 12.50075, 17.31158], [3.19624, 9.23031, 17.43282], [-0.85234, 11.25043, 18.64023], [3.42121, 10.30404, 24.35287], [1.24858, 6.55376, 21.06756], [6.64881, 10.30690, 16.07497], [5.46840, 6.13364, 18.26282], [1.59412, 4.13505, 21.62271], [3.22821, 8.85688, 14.22128], [1.41661, 13.09380, 19.15704], [-0.91172, 12.09123, 19.31600], [2.88748, 12.67938, 14.46746], [-1.10341, 10.29979, 19.13500], [3.00073, 7.11749, 18.09990], [6.98909, 5.05898, 19.45544], [1.33016, 15.18494, 18.97390], [-1.48062, 11.46356, 17.76204], [0.52166, 13.13162, 17.28669], [2.85712, 14.52786, 18.65334], [-0.69690, 6.71947, 10.57541], [1.73532, 3.06320, 21.72491], [2.35861, 10.15498, 18.99110], [-0.67924, 8.13938, 14.71212], [6.38549, 10.98427, 16.88138], [0.30763, 6.18152, 19.79072], [2.97074, 7.58477, 22.76130], [0.61825, 11.14273, 18.19689], [2.35571, 14.48462, 20.33023], [1.13039, 9.82962, 14.91020], [3.59376, 8.28547, 13.31988], [-1.68234, 6.49654, 12.09083], [3.25774, 12.01892, 13.64924], [1.30426, 8.97858, 15.38920], [-1.18688, 8.12373, 11.56702], [6.69938, 9.26211, 16.46948], [4.72410, 9.93222, 15.08220], [1.92363, 3.70519, 17.00222], [2.72404, 4.64311, 19.85580], [2.00845, 14.40448, 19.29739], [0.92024, 3.75243, 19.14274], [1.42866, 10.97903, 23.56175], [-0.08047, 3.57837, 19.51804], [1.52540, 9.30150, 24.78919], [5.81851, 9.45882, 12.98460], [-0.89286, 7.02194, 11.64982], [2.32068, 4.71066, 22.14548], [1.24436, 6.05861, 20.15943], [2.42422, 8.13035, 17.61778], [4.86275, 5.24157, 20.18701], [0.91329, 4.24544, 17.86279], [5.87832, 5.39053, 19.32034], [-0.19819, 10.06801, 14.90137], [1.23828, 8.28512, 17.36741], [7.19728, 10.26832, 13.54138], [1.68455, 11.51443, 19.88688], [2.18053, 9.90649, 23.83363], [4.94111, 12.30456, 15.51781], [1.29627, 8.80626, 12.51489], [2.56328, 4.50389, 16.59629], [2.60884, 3.06662, 17.61260], [4.14039, 9.05025, 17.69533], [-0.45955, 5.94870, 14.17605], [1.48435, 3.13005, 16.21841], [3.24789, 9.72258, 21.50464], [6.40420, 12.40699, 14.49057], [1.19300, 12.55156, 17.89746], [2.65110, 7.29742, 12.97490], [1.81973, 6.59599, 19.56380], [5.68759, 10.41884, 14.88698], [3.00162, 10.97529, 13.93121], [0.39357, 6.77595, 12.45009], [1.51194, 10.61211, 19.38217], [1.14697, 6.53438, 14.31828], [3.81761, 9.02473, 12.50787], [0.60427, 4.27646, 22.05890], [1.52117, 7.80475, 12.17588], [0.70922, 10.42245, 17.42114], [1.70563, 4.62251, 20.14920], [4.66946, 12.20204, 13.43990], [4.54932, 6.36422, 18.45440], [5.06462, 4.43067, 20.68133], [6.32816, 9.74506, 13.81595], [0.95276, 9.95169, 19.97435], [2.78964, 12.17928, 12.71841], [7.64500, 10.65146, 15.79843], [4.56768, 7.81135, 13.51324], [-0.58933, 11.18221, 14.79479], [0.92853, 5.83089, 12.17480], [-1.00234, 8.99256, 15.08387], [1.44115, 2.81756, 19.14103]], "total_charge": 0, "energy_ha": -2913.32187, "max_force_ev_per_a": 3.62}